No. 1
12
Properties=species:S:1:pos:R:3:forces:R:3:mulliken_charge:R:1 method="wB97M-V/def2-TZVPD" total_charge=0 energy_ev=-8509.5618 homo_energy_ev=-6.976
H -1.02938 2.33190 0.53561 0.06 -0.14 -0.03 0.3011
O -0.62723 -0.84690 -1.55174 -0.21 -0.16 0.13 -0.5572
H -0.96736 -1.74489 -1.61928 0.04 0.09 -0.07 0.2773
H 1.66122 0.39178 -1.66687 0.33 0.00 -0.27 0.1833
O 1.74530 0.98206 -0.91454 -0.81 -0.14 0.60 -1.1007
H 0.57707 -1.88460 2.08375 -0.04 0.04 -0.04 0.2854
H -0.72189 -0.44698 -2.42292 0.11 0.02 0.11 0.2855
O 0.84360 -1.15792 1.51338 -0.06 0.25 0.13 -0.6169
H -1.97100 1.29299 1.19619 0.05 0.04 -0.05 0.2775
Li 0.33443 0.20138 -0.00229 0.39 0.11 -0.46 0.8747
O -1.12238 1.39732 0.75666 0.04 0.05 0.08 -0.5519
H 1.27761 -0.51614 2.09208 0.10 -0.17 -0.12 0.3419


No. 2
13
Properties=species:S:1:pos:R:3:forces:R:3:mulliken_charge:R:1 method="wB97M-V/def2-TZVPD" total_charge=0 energy_ev=-17407.6541 homo_energy_ev=-9.302 de_lowest_ev=3.300
N 0.46913 1.18418 -0.08468 0.08 -1.01 -0.36 -0.2479
N -0.83904 -0.36072 1.53167 1.74 -0.48 -0.57 -0.1201
H -2.00690 -0.08398 -0.11364 0.29 -0.88 -1.54 0.2720
N 1.28088 1.22227 -1.29174 1.49 -1.34 -1.01 -0.6294
H -0.47883 1.15792 -0.46604 0.30 0.35 0.37 0.2821
P 0.73919 -0.16704 0.93478 -0.68 -1.65 -2.77 0.4043
H -1.93227 1.04316 0.99299 -0.80 1.23 0.10 0.3184
H -0.87812 -1.24483 2.02763 -0.72 0.20 0.00 0.2526
H 1.50695 -2.17539 -0.66968 -1.71 1.43 0.02 0.2629
N -2.00797 0.06555 0.85783 0.03 -0.12 1.97 -0.6282
H 2.30650 0.98667 -1.09045 -1.98 0.64 0.14 0.2752
O 0.71021 -1.55235 -0.74192 1.49 0.47 2.33 -0.7568
H 0.99682 0.39054 -1.90065 0.45 1.16 1.32 0.3148


no.,E_LUMO (eV)
1,-0.125
2,0.663